No. 1
Computed, not measured: a molecular structure, C33H35F3Ge2I2MgN3O2, with the ωB97M-V functional and the def2-TZVPD basis.

Geometry (Å):
Mg (-0.176, -1.507, 0.088)
C (-3.950, 0.048, 0.942)
C (-2.509, -0.288, 1.209)
O (-1.757, -0.355, 0.137)
C (-2.098, -0.475, 2.501)
C (-0.761, -0.827, 2.939)
C (-0.420, -0.764, 4.398)
N (0.104, -1.215, 2.066)
N (1.394, -1.542, 2.511)
C (2.048, -2.099, 1.524)
O (1.579, -2.348, 0.344)
C (3.475, -2.461, 1.779)
C (4.150, -3.242, 0.848)
C (5.478, -3.591, 1.055)
C (6.141, -3.155, 2.192)
C (5.472, -2.368, 3.122)
C (4.145, -2.024, 2.919)
H (-4.378, -0.696, 0.267)
H (-4.019, 1.012, 0.439)
H (-4.540, 0.083, 1.857)
H (-2.833, -0.328, 3.281)
H (-1.266, -0.409, 4.983)
H (0.434, -0.103, 4.549)
H (-0.107, -1.747, 4.751)
H (3.621, -3.561, -0.040)
H (5.995, -4.202, 0.326)
H (7.178, -3.421, 2.353)
H (5.987, -2.022, 4.009)
H (3.609, -1.417, 3.636)
I (0.822, 0.047, -2.102)
I (2.613, -1.646, -4.166)
C (-3.461, 1.943, -2.354)
Ge (-1.799, 2.929, -2.566)
C (-1.091, 2.520, -4.335)
C (-2.183, 4.842, -2.435)
Ge (-0.117, 2.322, -0.923)
C (1.535, 3.321, -1.234)
C (1.602, 4.250, -2.271)
C (2.771, 4.957, -2.526)
C (3.896, 4.736, -1.748)
C (3.848, 3.807, -0.717)
C (2.679, 3.107, -0.463)
C (-0.631, 2.516, 0.926)
C (-1.867, 3.118, 1.154)
C (-2.262, 3.454, 2.443)
C (-1.430, 3.174, 3.514)
C (-0.207, 2.552, 3.299)
C (0.190, 2.219, 2.014)
H (-4.021, 2.037, -3.286)
H (-4.073, 2.342, -1.545)
H (-3.262, 0.890, -2.160)
H (-1.688, 3.053, -5.078)
H (-1.168, 1.450, -4.527)
H (-0.048, 2.812, -4.449)
H (-3.062, 5.045, -3.050)
H (-1.356, 5.447, -2.802)
H (-2.401, 5.145, -1.411)
H (0.738, 4.434, -2.899)
H (2.801, 5.675, -3.335)
H (4.810, 5.280, -1.947)
H (4.727, 3.623, -0.112)
H (2.677, 2.374, 0.335)
H (-2.531, 3.338, 0.326)
H (-3.222, 3.928, 2.606)
H (-1.737, 3.430, 4.520)
H (0.439, 2.322, 4.136)
H (1.138, 1.715, 1.872)
F (-2.296, -7.943, -1.452)
C (-2.480, -6.984, -2.373)
F (-3.796, -6.934, -2.639)
F (-1.854, -7.369, -3.492)
C (-1.979, -5.652, -1.871)
C (-0.934, -4.997, -2.492)
C (-0.514, -3.787, -1.964)
N (-1.083, -3.233, -0.894)
C (-2.096, -3.875, -0.302)
C (-2.576, -5.087, -0.754)
H (-0.446, -5.410, -3.363)
H (0.315, -3.249, -2.411)
H (-2.533, -3.388, 0.562)
H (-3.395, -5.576, -0.246)

Forces on the atoms, in the same order (eV/Å):
Mg -0.2 -0.1 -0.2
C -0.1 0.0 0.1
C 0.3 0.1 -0.4
O -0.3 -0.2 0.3
C 0.2 -0.1 0.3
C -0.4 0.1 -0.1
C 0.0 0.0 0.0
N 0.4 -0.1 0.2
N -0.3 0.1 -0.1
C 0.3 0.0 -0.1
O 0.0 0.0 0.1
C -0.1 0.0 0.0
C 0.1 0.0 0.0
C 0.0 0.0 0.0
C 0.0 0.0 0.0
C 0.0 0.0 0.0
C 0.0 0.0 0.0
H 0.0 0.0 0.0
H 0.0 0.1 0.0
H 0.0 0.0 0.0
H 0.0 0.0 0.0
H 0.0 0.0 0.0
H 0.0 0.0 0.0
H 0.0 0.0 0.0
H 0.0 0.0 0.0
H 0.0 0.0 0.0
H 0.0 0.0 0.0
H 0.0 0.0 0.0
H 0.0 0.0 0.0
I -0.3 0.4 0.4
I 0.1 -0.1 -0.1
C -0.1 -0.1 0.0
Ge -0.1 -0.1 -0.1
C 0.1 0.0 -0.1
C 0.0 0.1 0.0
Ge 0.3 0.3 -0.6
C 0.1 0.0 0.0
C 0.0 0.0 0.0
C 0.0 0.0 0.0
C 0.0 0.0 0.0
C 0.0 0.0 0.0
C 0.0 0.0 0.0
C 0.0 -0.4 0.2
C 0.0 0.0 0.0
C 0.0 0.0 0.0
C 0.0 0.0 0.0
C 0.0 0.0 0.0
C 0.0 0.0 0.0
H 0.0 0.0 0.0
H 0.0 0.0 0.0
H 0.0 0.0 0.0
H 0.0 0.0 0.0
H 0.0 0.0 0.0
H 0.0 0.0 0.0
H 0.0 0.0 0.0
H 0.0 0.0 0.0
H 0.0 0.0 0.0
H 0.0 0.0 0.0
H 0.0 0.0 0.0
H 0.0 0.0 0.0
H 0.0 0.0 0.0
H 0.0 0.0 0.0
H 0.0 0.0 0.0
H 0.0 0.0 0.0
H 0.0 0.0 0.0
H 0.0 0.0 0.0
H 0.0 0.0 0.0
F 0.0 0.0 0.0
C 0.0 0.0 0.0
F 0.0 0.0 0.0
F 0.0 0.0 0.0
C 0.0 0.0 0.0
C 0.0 0.0 0.0
C 0.0 0.0 0.0
N 0.1 -0.1 0.0
C 0.0 0.2 0.0
C 0.0 0.0 0.0
H 0.0 0.0 0.0
H 0.0 0.0 0.0
H 0.0 0.0 0.0
H 0.0 0.0 0.0

## Properties
Strongest force on any atom: 0.7 eV/Å
Energy: -186189.510 eV
Charge: 0
Spin multiplicity: 2



No. 2
Computed, not measured: a molecular structure, C42H60ClN6OP3RhSi2, with the ωB97M-V functional and the def2-TZVPD basis.

Geometry (Å):
Rh (0.343, 0.365, 0.317)
C (2.509, -2.387, -2.637)
Si (1.296, -0.934, -2.891)
C (2.290, 0.679, -2.676)
C (0.513, -0.999, -4.639)
N (0.129, -0.891, -1.620)
P (-1.219, -1.424, -0.935)
C (-1.177, -1.243, 0.809)
P (0.098, -2.049, 1.689)
N (1.489, -1.319, 1.344)
Si (3.191, -1.305, 1.670)
C (3.596, -0.965, 3.516)
C (4.106, -2.919, 1.213)
C (3.731, 0.205, 0.630)
C (0.115, -3.818, 1.303)
C (0.989, -4.313, 0.346)
C (0.896, -5.639, -0.035)
C (-0.079, -6.455, 0.515)
C (-0.954, -5.953, 1.465)
C (-0.861, -4.634, 1.864)
C (-0.312, -1.953, 3.450)
C (0.506, -2.620, 4.355)
C (0.263, -2.518, 5.712)
C (-0.800, -1.751, 6.165)
C (-1.624, -1.098, 5.261)
C (-1.379, -1.191, 3.902)
C (-1.675, -3.132, -1.393)
C (-1.125, -3.734, -2.514)
C (-1.516, -5.011, -2.873)
C (-2.465, -5.685, -2.123)
C (-3.005, -5.089, -0.995)
C (-2.606, -3.818, -0.622)
C (-2.638, -0.416, -1.451)
C (-3.883, -0.596, -0.860)
C (-4.950, 0.187, -1.262)
C (-4.776, 1.156, -2.238)
C (-3.530, 1.345, -2.815)
C (-2.463, 0.556, -2.425)
H (3.165, -2.497, -3.494)
H (1.992, -3.328, -2.485)
H (3.133, -2.197, -1.769)
H (3.285, 0.480, -2.296)
H (1.782, 1.336, -1.969)
H (2.408, 1.203, -3.619)
H (1.268, -0.772, -5.387)
H (-0.296, -0.283, -4.761)
H (0.114, -1.981, -4.879)
H (2.793, -1.257, 4.187)
H (3.817, 0.083, 3.693)
H (4.478, -1.530, 3.799)
H (3.684, -3.776, 1.731)
H (5.145, -2.834, 1.520)
H (4.102, -3.138, 0.151)
H (2.831, 0.728, 0.270)
H (4.315, -0.086, -0.236)
H (4.328, 0.911, 1.198)
H (1.728, -3.651, -0.082)
H (1.575, -6.043, -0.769)
H (-0.167, -7.483, 0.199)
H (-1.717, -6.589, 1.886)
H (-1.535, -4.222, 2.604)
H (1.327, -3.219, 3.979)
H (0.897, -3.045, 6.412)
H (-0.988, -1.669, 7.225)
H (-2.454, -0.507, 5.619)
H (-2.013, -0.698, 3.176)
H (-0.394, -3.196, -3.097)
H (-1.081, -5.479, -3.742)
H (-2.775, -6.678, -2.411)
H (-3.734, -5.619, -0.402)
H (-3.002, -3.359, 0.274)
H (-4.011, -1.337, -0.085)
H (-5.921, 0.040, -0.813)
H (-5.611, 1.768, -2.546)
H (-3.394, 2.104, -3.574)
H (-1.479, 0.693, -2.851)
Cl (-2.387, 4.437, 3.574)
C (-1.082, 3.314, 3.516)
C (-0.159, 3.233, 4.551)
C (0.852, 2.292, 4.441)
C (0.907, 1.482, 3.317)
N (0.025, 1.575, 2.328)
C (-0.959, 2.457, 2.428)
H (-0.228, 3.884, 5.410)
H (1.598, 2.192, 5.214)
H (1.673, 0.730, 3.201)
H (-1.673, 2.489, 1.618)
C (1.661, 4.073, 0.811)
N (0.948, 4.669, -0.296)
C (1.055, 6.109, -0.398)
P (-0.038, 3.769, -1.306)
O (-0.206, 2.392, -0.774)
N (-1.537, 4.470, -1.523)
C (-2.599, 4.174, -0.591)
C (-1.760, 5.682, -2.276)
N (0.594, 3.928, -2.846)
C (1.966, 4.289, -3.124)
C (-0.091, 3.193, -3.890)
H (2.726, 4.325, 0.766)
H (1.551, 2.987, 0.763)
H (1.268, 4.436, 1.767)
H (2.104, 6.418, -0.344)
H (0.516, 6.611, 0.415)
H (0.646, 6.440, -1.349)
H (-2.410, 3.198, -0.152)
H (-3.550, 4.132, -1.129)
H (-2.677, 4.931, 0.197)
H (-0.928, 5.863, -2.953)
H (-1.893, 6.550, -1.621)
H (-2.672, 5.569, -2.869)
H (2.420, 4.686, -2.220)
H (1.991, 5.050, -3.910)
H (2.560, 3.436, -3.460)
H (0.270, 2.164, -3.978)
H (0.051, 3.705, -4.844)
H (-1.150, 3.164, -3.640)

Forces on the atoms, in the same order (eV/Å):
Rh -0.2 -1.4 0.5
C -0.6 0.6 -0.3
Si 0.5 0.1 0.0
C -0.3 -0.5 -0.2
C 0.2 -0.1 0.8
N -0.1 0.8 1.7
P -0.3 -0.7 -0.1
C 1.3 1.2 -0.5
P -0.3 -0.6 -0.1
N -1.4 1.3 -0.9
Si 0.5 0.4 0.1
C -0.2 -0.2 -0.7
C -0.5 0.7 0.1
C -0.2 -0.5 0.3
C 0.0 0.5 0.4
C 0.0 0.0 0.1
C 0.0 -0.1 -0.1
C 0.0 0.0 0.1
C -0.1 0.0 0.1
C 0.2 0.0 0.1
C 0.2 0.0 -0.3
C 0.0 0.0 0.0
C 0.1 -0.1 0.0
C 0.0 0.0 0.0
C 0.0 0.1 0.1
C 0.0 0.0 -0.2
C 0.1 0.5 0.1
C -0.1 0.1 0.1
C 0.0 0.0 -0.2
C 0.0 0.0 0.0
C -0.1 0.0 0.0
C -0.1 0.0 -0.1
C 0.4 0.0 -0.1
C 0.0 0.1 -0.1
C -0.1 -0.1 0.1
C 0.0 0.1 -0.1
C -0.1 0.1 -0.1
C 0.1 -0.1 0.0
H 0.2 0.0 -0.2
H -0.1 -0.2 0.0
H 0.1 0.1 0.2
H 0.2 -0.1 0.1
H 0.0 0.1 -0.1
H 0.0 0.1 -0.2
H 0.2 0.1 -0.1
H -0.1 0.1 0.1
H -0.1 -0.2 0.0
H -0.1 -0.1 0.1
H 0.0 0.2 0.0
H 0.2 -0.1 0.1
H -0.1 -0.1 0.1
H 0.2 0.1 0.1
H -0.1 0.0 -0.2
H 0.3 -0.1 0.0
H 0.1 0.0 -0.2
H 0.1 0.1 0.1
H 0.1 0.0 -0.1
H 0.1 0.0 -0.1
H 0.0 -0.1 0.0
H -0.1 -0.1 0.1
H -0.1 -0.1 0.1
H 0.1 -0.1 0.1
H 0.0 0.0 0.1
H 0.0 0.0 0.1
H -0.1 0.0 0.0
H 0.0 0.0 0.0
H 0.1 0.0 -0.1
H 0.0 -0.1 -0.1
H 0.0 -0.1 0.0
H -0.1 -0.1 0.1
H -0.1 0.0 0.0
H 0.0 0.0 0.1
H -0.1 0.0 0.0
H -0.1 0.0 0.0
H 0.0 0.0 0.0
H 0.1 0.1 -0.1
Cl 0.0 0.0 0.0
C 0.2 -0.4 0.0
C 0.0 -0.1 -0.3
C -0.1 0.0 -0.1
C 0.3 -0.1 0.2
N 0.5 -0.9 -1.1
C -0.4 0.3 -0.1
H 0.0 0.1 0.0
H 0.0 -0.1 0.0
H 0.0 0.0 0.0
H 0.0 0.0 0.0
C 0.1 -0.2 0.0
N -0.5 -0.6 -0.5
C -0.1 0.1 0.0
P 0.2 1.5 -0.7
O 0.1 -1.3 0.7
N 0.8 -0.4 0.2
C -0.1 -0.2 0.2
C 0.0 0.1 -0.2
N -0.2 -0.2 1.2
C 0.2 0.1 -0.1
C -0.2 0.0 -0.1
H 0.0 0.0 0.0
H 0.1 0.2 0.1
H 0.0 -0.1 0.0
H 0.0 0.0 -0.1
H 0.0 0.0 -0.1
H 0.0 0.1 0.0
H -0.2 0.0 0.0
H 0.0 0.0 0.1
H 0.0 0.0 0.0
H 0.0 0.1 0.0
H 0.0 0.0 0.0
H 0.0 0.1 0.0
H 0.1 0.1 -0.1
H 0.0 0.0 0.1
H 0.0 0.0 0.0
H 0.1 0.0 0.0
H -0.1 -0.1 0.0
H -0.1 0.0 -0.2

## Properties
Strongest force on any atom: 2.1 eV/Å
Energy: -114668.029 eV
Charge: +1



No. 3
Computed, not measured: 2 unconnected molecules or ions with the total composition C5H11NO, with the ωB97M-V functional and the def2-TZVPD basis.

Geometry (Å):
C (-2.117, 0.924, -1.419)
N (-1.183, 0.981, -0.548)
C (-0.936, -0.196, 0.358)
O (-1.894, -0.979, 0.434)
C (0.384, -0.266, 0.729)
C (1.416, 0.832, 0.720)
C (0.842, -1.566, 1.324)
H (0.374, -0.355, -2.420)
H (-2.186, 1.667, -2.208)
H (-2.771, 0.058, -1.353)
H (-0.503, 1.732, -0.575)
H (0.536, -0.504, -1.705)
H (1.720, 1.056, 1.752)
H (1.108, 1.791, 0.283)
H (2.326, 0.526, 0.183)
H (1.816, -1.871, 0.911)
H (0.958, -1.479, 2.414)
H (0.110, -2.352, 1.118)

Forces on the atoms, in the same order (eV/Å):
C 0.1 -0.1 0.1
N -0.2 0.0 -0.2
C 0.2 0.1 -0.1
O 0.2 0.1 -0.1
C -0.2 0.0 0.1
C 0.0 0.1 0.0
C 0.0 0.0 0.1
H 0.1 -0.1 -0.1
H 0.0 0.0 0.2
H 0.0 0.1 0.1
H -0.1 -0.1 -0.1
H 0.0 0.0 -0.2
H 0.0 0.0 -0.1
H 0.0 -0.2 0.1
H -0.2 0.0 0.1
H -0.2 0.1 0.1
H 0.0 -0.1 -0.1
H 0.1 0.1 0.1

## Properties
Strongest force on any atom: 0.3 eV/Å
Energy: -8898.075 eV
Charge: 0